[1]
This record from OMol25 describes the molecule C3H6N2OS2 at a distorted geometry. The level of theory is ωB97M-V/def2-TZVPD.

Element x y z (Å)
C  -1.794  0.026  -0.153
C  -0.733  -1.120  0.032
C  2.149  0.712  0.269
H  -2.168  1.811  -1.134
H  -0.487  1.464  -0.744
H  -1.503  -1.862  -0.228
H  -0.575  -1.405  1.140
H  2.516  -1.135  0.931
H  3.103  0.875  0.919
N  -1.463  1.205  -0.767
N  2.088  -0.617  0.197
O  1.373  1.687  -0.065
S  -3.309  -0.228  0.222
S  0.803  -1.414  -0.617

Force components x, y, z for each atom (eV/Å):
2.5 2.4 -1.5
-2.8 0.5 4.1
-0.1 4.8 1.7
-0.3 0.1 0.3
0.2 0.3 -0.3
1.2 -0.9 -0.4
-0.9 1.0 -1.2
0.6 -0.2 0.4
-1.3 0.7 -1.1
1.3 -1.9 0.7
-2.9 -0.2 -1.0
3.0 -4.7 0.6
-2.6 -1.1 0.9
2.0 -0.9 -3.2

Properties
SMILES   NC(=S)CSNC=O
Orbital gap   8.7523 eV
Net charge   0
HOMO energy   -0.3111 hartree

---

[2]
This record from OMol25 describes the molecule C3H6N2OSi at a distorted geometry. The level of theory is ωB97M-V/def2-TZVPD.

Element x y z (Å)
C  2.049  0.612  -0.333
C  2.373  -0.618  0.156
C  0.623  1.022  -0.488
N  2.498  -1.697  0.606
N  -0.063  0.054  0.100
O  -1.394  0.253  0.181
Si  -2.747  -0.795  -0.058
H  2.143  1.398  0.631
H  3.019  0.993  -0.664
H  0.243  2.045  -0.250
H  -3.409  -0.082  -1.007
H  -2.061  -2.123  -0.168
H  -3.275  -1.062  1.293

Force components x, y, z for each atom (eV/Å):
1.8 6.5 3.0
-0.2 -6.7 2.6
-2.0 -2.2 2.8
0.2 2.8 -1.3
0.3 0.1 -2.8
-1.4 1.3 0.3
4.4 -1.5 3.3
0.4 -2.1 -1.3
-0.8 0.6 -2.0
0.4 -0.5 -1.5
-1.7 0.9 -1.9
-0.5 0.2 -1.0
-0.8 0.6 -0.1

Properties
SMILES   N#CC/C=N/O[SiH3]
Orbital gap   9.9101 eV
Net charge   0
HOMO energy   -0.3454 hartree

---

[3]
This record from OMol25 describes the molecule C3H6N2OSi at a distorted geometry. The level of theory is ωB97M-V/def2-TZVPD.

Element x y z (Å)
C  -2.289  -0.289  0.090
C  -2.029  1.049  -0.394
C  -1.120  -0.904  0.205
N  -0.716  1.247  -0.489
N  -0.043  0.142  -0.201
O  1.227  -0.104  -0.596
Si  2.660  -0.212  0.124
H  -3.323  -0.472  0.320
H  -2.714  1.959  -0.296
H  -0.672  -1.776  0.525
H  2.896  0.915  0.979
H  2.803  -1.509  0.778
H  3.321  -0.047  -1.044

Force components x, y, z for each atom (eV/Å):
-1.1 2.1 -0.6
1.1 0.5 1.6
3.8 2.6 -1.5
1.0 1.0 -1.3
-5.5 -2.1 2.0
-3.0 0.4 -1.4
-0.2 -0.2 2.2
0.1 -1.0 0.3
1.1 -1.6 -0.6
0.1 -1.9 0.6
0.2 0.5 0.8
0.2 -0.2 0.3
2.1 0.0 -2.2

Properties
SMILES   [SiH3]On1cccn1
Orbital gap   9.7742 eV
Net charge   0
HOMO energy   -0.3260 hartree

---

[4]
This record from OMol25 describes the molecule C3H6N2S at a distorted geometry. The level of theory is ωB97M-V/def2-TZVPD.

Element x y z (Å)
C  -1.372  -0.165  -0.236
C  0.893  -0.671  0.066
C  0.818  0.822  -0.101
H  -0.471  -2.202  0.298
H  1.762  -1.027  -0.707
H  1.286  -1.186  1.118
H  1.259  1.187  -1.056
H  1.076  1.643  0.681
H  -1.118  1.889  0.363
N  -0.349  -1.236  -0.262
N  -0.667  1.012  -0.125
S  -3.117  -0.067  -0.040

Force components x, y, z for each atom (eV/Å):
-0.4 0.3 2.1
5.8 -2.6 0.9
-1.8 3.2 0.8
-0.7 3.3 -2.1
-2.0 0.6 1.7
-0.9 2.0 -2.3
-0.3 -0.5 0.6
0.6 -2.2 -0.8
1.0 -2.8 -1.8
-3.6 -1.1 1.0
-0.7 0.8 0.5
2.9 -1.1 -0.6

Properties
SMILES   S=C1NCCN1
Orbital gap   8.6356 eV
Net charge   0
HOMO energy   -0.3013 hartree